Entry 1:
{"formula": "C22H37N3O", "method": "wB97M-V/def2-TZVPD", "symbols": ["C", "C", "C", "N", "C", "C", "C", "C", "C", "C", "C", "N", "C", "O", "N", "C", "C", "C", "C", "C", "C", "C", "C", "C", "C", "C", "H", "H", "H", "H", "H", "H", "H", "H", "H", "H", "H", "H", "H", "H", "H", "H", "H", "H", "H", "H", "H", "H", "H", "H", "H", "H", "H", "H", "H", "H", "H", "H", "H", "H", "H", "H", "H"], "positions_angstrom": [[1.94154, 3.97252, 0.06135], [1.40187, 2.75010, -0.67387], [2.50926, 1.79020, -1.14439], [2.48353, 0.52649, -0.42887], [2.84337, 0.59215, 0.98164], [4.35064, 0.82656, 1.19125], [5.18292, -0.23535, 0.47863], [4.74369, -0.35428, -0.97834], [3.22039, -0.54971, -1.08186], [2.77921, -1.90271, -0.48483], [1.80555, -1.71602, 0.68321], [0.49884, -1.28035, 0.22503], [-0.37701, -2.20995, -0.25501], [-0.17057, -3.40960, -0.20455], [-1.52842, -1.72736, -0.85592], [-2.43985, -0.69283, -0.36232], [-1.76785, 0.67316, -0.21103], [-2.80089, 1.71675, 0.22012], [-3.91764, 1.81736, -0.81515], [-4.59665, 0.45648, -0.94738], [-5.18554, 0.04008, 0.39980], [-4.06618, -0.05195, 1.43613], [-3.38880, 1.31081, 1.57094], [-3.04072, -1.09515, 0.99291], [-3.56802, -0.57950, -1.39528], [2.35697, -0.69797, 1.68127], [2.59143, 4.55251, -0.59082], [1.12242, 4.61294, 0.38146], [2.51214, 3.68317, 0.94105], [0.82997, 3.09216, -1.53819], [0.71370, 2.20761, -0.02536], [2.35138, 1.54821, -2.19920], [3.47996, 2.30480, -1.07401], [2.31015, 1.44347, 1.41448], [4.57037, 0.83014, 2.26059], [4.61277, 1.81225, 0.79884], [5.06141, -1.19646, 0.98035], [6.24276, 0.02633, 0.52857], [5.24960, -1.19196, -1.46144], [5.02134, 0.55533, -1.51674], [2.94738, -0.52569, -2.14372], [3.64557, -2.46350, -0.13579], [2.28260, -2.51010, -1.24190], [1.64894, -2.68214, 1.17403], [0.54134, -0.38162, -0.23423], [-2.05851, -2.52558, -1.19036], [-1.30677, 0.96283, -1.15724], [-0.99972, 0.61817, 0.55970], [-2.30297, 2.68871, 0.31533], [-3.50629, 2.12376, -1.77944], [-4.64556, 2.57057, -0.50593], [-5.39687, 0.51610, -1.69356], [-5.93029, 0.77134, 0.72166], [-5.68545, -0.92631, 0.30426], [-4.48750, -0.34860, 2.40319], [-4.11602, 2.05620, 1.90041], [-2.59728, 1.26021, 2.32202], [-2.23958, -1.18026, 1.73083], [-3.51700, -2.07484, 0.90576], [-3.14306, -0.29819, -2.36091], [-4.05404, -1.55118, -1.51312], [3.17828, -1.15647, 2.23105], [1.57289, -0.46029, 2.40122]], "forces_ev_per_a": [[-0.19, -0.10, -0.10], [0.28, 0.14, 0.01], [-0.16, 0.07, -0.03], [-0.13, 0.07, -0.19], [0.13, 0.21, 0.41], [-0.14, -0.03, -0.05], [0.00, 0.18, -0.11], [-0.16, -0.02, 0.03], [0.30, -0.21, -0.34], [-0.21, 0.01, 0.05], [0.13, -0.25, 0.18], [-0.15, 0.06, 0.05], [-0.11, 0.11, 0.03], [0.17, -0.40, 0.03], [-0.30, -0.07, -0.49], [0.13, -0.06, 0.16], [-0.20, 0.07, 0.06], [0.11, 0.24, 0.02], [0.03, -0.05, 0.02], [-0.21, -0.01, -0.16], [0.05, 0.01, 0.00], [-0.13, -0.06, 0.29], [0.00, -0.03, -0.03], [-0.07, 0.15, -0.05], [0.04, 0.15, 0.09], [-0.10, -0.06, -0.10], [0.08, 0.09, -0.01], [-0.01, 0.13, 0.07], [0.10, 0.00, 0.11], [-0.08, -0.05, 0.01], [-0.08, -0.07, -0.04], [0.09, 0.01, 0.04], [0.00, -0.01, -0.06], [0.00, -0.05, -0.03], [-0.01, 0.07, 0.04], [0.05, 0.06, 0.04], [0.06, -0.07, 0.04], [-0.02, -0.09, 0.05], [0.02, 0.00, -0.08], [0.06, 0.01, -0.05], [0.00, 0.02, 0.14], [0.07, -0.08, 0.00], [0.05, -0.06, 0.02], [0.07, 0.19, -0.06], [-0.09, -0.03, -0.03], [0.17, 0.04, 0.06], [0.11, -0.01, -0.08], [0.06, 0.01, -0.03], [-0.01, -0.06, 0.00], [0.00, 0.05, -0.06], [-0.03, 0.06, -0.02], [0.06, -0.02, 0.04], [-0.07, 0.01, 0.02], [-0.07, -0.04, 0.01], [0.03, 0.02, -0.06], [-0.02, 0.05, 0.05], [0.03, 0.03, 0.06], [0.06, -0.03, 0.03], [0.02, -0.07, -0.03], [0.05, -0.03, -0.06], [0.01, -0.11, -0.02], [0.06, -0.03, 0.07], [0.03, -0.04, 0.04]], "lowdin_charge": [-0.108, -0.231, -0.183, -0.131, -0.283, -0.142, -0.184, -0.143, -0.285, -0.066, -0.288, 0.110, -0.553, 0.054, 0.128, -0.433, -0.100, -0.288, -0.120, -0.292, -0.121, -0.291, -0.118, -0.074, -0.085, -0.070, 0.073, 0.069, 0.064, 0.105, 0.085, 0.122, 0.111, 0.130, 0.117, 0.106, 0.100, 0.111, 0.116, 0.110, 0.142, 0.115, 0.119, 0.147, 0.108, 0.135, 0.129, 0.104, 0.139, 0.120, 0.120, 0.140, 0.120, 0.120, 0.140, 0.120, 0.121, 0.128, 0.130, 0.128, 0.125, 0.113, 0.117], "e_homo_ev": -8.3, "spin_multiplicity": 1, "e_tot_ha": -1100.085619, "lumo_ev": 0.67, "smiles": "CCCN1[C@@H]2CCC[C@H]1C[C@H](NC(=O)N[C@]13C[C@H]4C[C@H](C[C@H](C4)C1)C3)C2", "total_charge": 0, "relative_energy_ev": 0.113, "orbital_gap_ev": 8.981}

---

Entry 2:
{"formula": "C22H37N3O2", "method": "wB97M-V/def2-TZVPD", "symbols": ["O", "C", "C", "C", "C", "N", "C", "C", "C", "N", "C", "C", "C", "C", "C", "C", "C", "C", "C", "C", "C", "N", "C", "C", "O", "C", "C", "H", "H", "H", "H", "H", "H", "H", "H", "H", "H", "H", "H", "H", "H", "H", "H", "H", "H", "H", "H", "H", "H", "H", "H", "H", "H", "H", "H", "H", "H", "H", "H", "H", "H", "H", "H", "H"], "positions_angstrom": [[-4.86443, -2.17647, 0.89143], [-4.83535, -1.23409, 0.12233], [-3.52517, -0.57061, -0.27966], [-3.25224, 0.63638, 0.62452], [-1.88655, 1.23842, 0.29847], [-0.85548, 0.24547, 0.50642], [0.49265, 0.78477, 0.59760], [1.42241, -0.17136, 1.34958], [2.79838, 0.48539, 1.53490], [3.41586, 0.90689, 0.29277], [4.00336, -0.17362, -0.48070], [5.43509, -0.46218, -0.01211], [6.02494, -1.65905, -0.75747], [7.49404, -1.79756, -0.49752], [8.23906, -0.83755, 0.02377], [7.70131, 0.50614, 0.40908], [6.33451, 0.75333, -0.22169], [2.53221, 1.78429, -0.44397], [1.15639, 1.16973, -0.73398], [-1.04165, -0.86288, -0.40826], [-2.36798, -1.55542, -0.11159], [-5.98113, -0.74014, -0.41429], [-6.16324, 0.43978, -1.22768], [-7.04161, 1.44499, -0.46655], [-8.27779, 0.87822, -0.11034], [-8.09624, -0.26714, 0.69568], [-7.25464, -1.32074, -0.02672], [-3.56352, -0.25270, -1.32649], [-3.24948, 0.29952, 1.66198], [-4.02385, 1.40049, 0.50874], [-1.89871, 1.61602, -0.74265], [-1.69812, 2.08590, 0.96242], [0.40805, 1.69692, 1.20390], [1.53951, -1.10121, 0.79180], [0.99001, -0.41459, 2.31992], [3.47416, -0.20393, 2.04386], [2.68857, 1.37590, 2.16307], [3.41439, -1.10214, -0.42676], [4.04047, 0.13212, -1.52954], [5.41745, -0.69316, 1.05744], [5.51420, -2.57950, -0.46058], [5.86433, -1.53830, -1.83510], [7.93463, -2.74689, -0.77143], [9.29369, -0.99868, 0.20231], [8.40619, 1.28356, 0.10303], [7.62296, 0.55689, 1.50047], [6.45543, 0.92651, -1.29336], [5.86101, 1.63267, 0.21580], [3.02455, 2.07305, -1.37585], [2.39626, 2.68980, 0.15851], [0.53867, 1.89011, -1.27405], [1.28070, 0.28360, -1.35941], [-1.03939, -0.52807, -1.46309], [-0.22845, -1.57650, -0.27530], [-2.36747, -1.92567, 0.91307], [-2.50135, -2.40649, -0.78137], [-5.21463, 0.90450, -1.48319], [-6.68036, 0.14986, -2.15145], [-7.26930, 2.30825, -1.09436], [-6.50867, 1.78119, 0.43739], [-9.09478, -0.64894, 0.91124], [-7.60020, 0.01280, 1.63724], [-7.05346, -2.17107, 0.62516], [-7.78020, -1.65679, -0.92742]], "forces_ev_per_a": [[0.18, -0.23, 0.28], [0.21, 0.13, -0.32], [0.08, -0.25, 0.34], [0.09, 0.18, -0.31], [-0.18, 0.03, 0.18], [-0.08, 0.09, 0.05], [0.23, -0.22, -0.10], [0.09, 0.37, -0.01], [-0.08, -0.20, 0.08], [0.03, 0.07, -0.10], [0.30, -0.06, 0.31], [-0.15, 0.09, -0.49], [-0.11, 0.14, 0.24], [-0.06, -0.24, -0.18], [0.20, 0.12, 0.16], [-0.13, 0.09, -0.15], [0.02, -0.09, 0.38], [-0.14, 0.00, -0.20], [0.01, 0.19, 0.32], [-0.10, -0.21, 0.08], [0.03, 0.09, -0.21], [-0.42, -0.02, -0.07], [-0.12, 0.39, 0.08], [0.27, 0.02, -0.26], [-0.14, 0.06, -0.06], [0.07, -0.36, -0.03], [-0.21, 0.01, 0.33], [-0.02, 0.04, 0.04], [-0.05, 0.02, 0.05], [-0.05, 0.02, 0.03], [0.01, 0.04, 0.05], [0.02, 0.00, -0.06], [0.02, -0.03, -0.03], [-0.03, -0.09, -0.02], [-0.05, -0.05, 0.04], [0.01, 0.06, 0.09], [0.01, -0.06, 0.09], [-0.02, 0.00, -0.10], [-0.02, -0.04, -0.04], [-0.01, -0.03, 0.06], [-0.04, -0.01, -0.06], [-0.09, -0.04, -0.04], [0.17, -0.06, 0.01], [0.11, -0.15, -0.02], [0.01, 0.01, 0.08], [0.04, 0.09, 0.02], [-0.02, 0.03, -0.13], [0.00, 0.03, -0.07], [-0.01, 0.06, 0.06], [-0.02, 0.06, -0.07], [-0.04, 0.00, -0.09], [-0.04, -0.05, -0.08], [0.09, -0.03, 0.03], [0.02, 0.01, -0.09], [0.01, -0.05, -0.03], [-0.01, -0.05, 0.02], [0.01, -0.03, -0.02], [0.09, 0.09, 0.02], [0.08, -0.02, 0.04], [-0.01, -0.01, -0.09], [0.08, -0.02, 0.05], [-0.04, -0.04, -0.05], [-0.08, 0.07, -0.10], [0.00, 0.00, 0.05]], "lowdin_charge": [0.064, -0.421, -0.241, -0.121, -0.188, -0.134, -0.328, -0.121, -0.174, -0.175, -0.173, -0.317, -0.170, -0.106, -0.112, -0.197, -0.167, -0.187, -0.121, -0.185, -0.129, -0.047, -0.121, -0.190, -0.130, -0.179, -0.110, 0.138, 0.134, 0.105, 0.125, 0.123, 0.145, 0.097, 0.120, 0.115, 0.123, 0.121, 0.128, 0.142, 0.116, 0.122, 0.097, 0.097, 0.109, 0.115, 0.125, 0.110, 0.118, 0.122, 0.114, 0.112, 0.126, 0.117, 0.124, 0.125, 0.113, 0.134, 0.128, 0.123, 0.127, 0.132, 0.123, 0.133], "e_homo_ev": -8.2, "spin_multiplicity": 1, "e_tot_ha": -1175.237526, "lumo_ev": 0.74, "smiles": "O=C(C1CCN(C2CCN(C[C@H]3CC=CCC3)CC2)CC1)N1CCOCC1", "total_charge": 0, "relative_energy_ev": 0.000, "orbital_gap_ev": 8.969}

---

Entry 3:
{"formula": "C22H37N3O3", "method": "wB97M-V/def2-TZVPD", "symbols": ["C", "C", "C", "C", "C", "C", "C", "C", "O", "N", "C", "C", "O", "N", "C", "C", "N", "C", "O", "C", "C", "C", "C", "C", "C", "C", "C", "C", "H", "H", "H", "H", "H", "H", "H", "H", "H", "H", "H", "H", "H", "H", "H", "H", "H", "H", "H", "H", "H", "H", "H", "H", "H", "H", "H", "H", "H", "H", "H", "H", "H", "H", "H", "H", "H"], "positions_angstrom": [[-1.93530, 2.01995, -1.50777], [-0.61235, 1.97354, -0.74708], [0.57799, 1.44102, -1.57130], [0.24296, 0.05887, -2.16929], [-0.23591, -0.99506, -1.17689], [0.90045, 2.40332, -2.74587], [2.31740, 2.28593, -3.30054], [1.83562, 1.26646, -0.69324], [2.49777, 0.24038, -0.74620], [2.23780, 2.25205, 0.16452], [3.48876, 1.98722, 0.92400], [3.58430, 3.29326, 1.67231], [4.78400, 3.85273, 2.18541], [4.52941, 5.24811, 2.18990], [3.56048, 5.51553, 1.39712], [3.13896, 6.93709, 1.18504], [3.25026, 7.32034, -0.21196], [2.28833, 6.96996, -1.10932], [1.23004, 6.47689, -0.75269], [2.62851, 7.17831, -2.57343], [2.94732, 5.79045, -3.15626], [3.58628, 5.84330, -4.54504], [2.59709, 5.85121, -5.71334], [1.34328, 6.70551, -5.50472], [1.57254, 8.03554, -4.78029], [1.47946, 7.91880, -3.25888], [3.15402, 4.28918, 0.63589], [1.83809, 3.68527, 0.19825], [-2.70710, 2.47570, -0.88656], [-1.85397, 2.61841, -2.41674], [-2.28381, 1.02688, -1.79028], [-0.39621, 2.98256, -0.39965], [-0.72926, 1.36002, 0.15024], [-0.52363, 0.21185, -2.93306], [1.12844, -0.31587, -2.68220], [-0.40910, -1.94152, -1.69105], [0.50942, -1.17009, -0.40282], [-1.17428, -0.71110, -0.69704], [0.18727, 2.19085, -3.54564], [0.70610, 3.43762, -2.44916], [2.43261, 2.90309, -4.19328], [3.06321, 2.61454, -2.57202], [2.55924, 1.25718, -3.56814], [3.37285, 1.10344, 1.54601], [4.33225, 1.82835, 0.24801], [2.84464, 3.29799, 2.48755], [2.09645, 7.06282, 1.47645], [3.75885, 7.58852, 1.79751], [4.14754, 7.61491, -0.55804], [3.53924, 7.78497, -2.64666], [3.63546, 5.28603, -2.46961], [2.03319, 5.19058, -3.16696], [4.22685, 6.72908, -4.59650], [4.25543, 4.98876, -4.66771], [3.12622, 6.19554, -6.60598], [2.28366, 4.82527, -5.92695], [0.89314, 6.89155, -6.48216], [0.59862, 6.13624, -4.93971], [2.53219, 8.47241, -5.07764], [0.80780, 8.74695, -5.09913], [0.55009, 7.40501, -2.99969], [1.41129, 8.91853, -2.82000], [3.84919, 4.21349, -0.21510], [1.50516, 4.03677, -0.76937], [1.04748, 3.86619, 0.92980]], "forces_ev_per_a": [[0.00, 0.00, 0.00], [0.00, 0.00, 0.00], [0.01, 0.00, -0.02], [0.00, 0.01, 0.01], [0.00, 0.00, 0.00], [0.00, -0.01, 0.00], [0.00, 0.00, 0.00], [-0.02, -0.01, 0.03], [0.01, 0.01, 0.00], [0.03, 0.01, -0.03], [-0.02, 0.00, -0.01], [-0.01, 0.01, -0.01], [0.00, 0.01, 0.00], [0.00, 0.00, 0.00], [0.04, 0.01, 0.02], [-0.06, 0.00, -0.02], [0.05, -0.06, 0.00], [-0.05, 0.06, 0.01], [0.01, 0.00, 0.00], [0.00, 0.00, -0.01], [0.00, 0.00, 0.01], [0.00, 0.00, 0.00], [0.00, 0.00, 0.00], [0.00, 0.00, 0.00], [0.00, 0.00, 0.00], [0.00, -0.01, 0.01], [0.01, 0.00, 0.00], [-0.01, -0.01, 0.00], [0.00, 0.00, 0.00], [0.00, 0.00, 0.00], [0.00, 0.00, 0.00], [0.00, 0.00, 0.00], [0.00, 0.00, 0.00], [0.00, 0.00, 0.00], [0.00, 0.00, 0.00], [0.00, 0.00, 0.00], [0.00, 0.00, 0.00], [0.00, 0.00, 0.00], [0.00, 0.00, 0.00], [-0.01, 0.00, 0.00], [0.00, 0.00, 0.00], [0.00, 0.00, 0.00], [0.00, 0.00, 0.00], [0.00, 0.00, 0.00], [0.00, 0.00, 0.00], [0.00, 0.00, 0.00], [0.00, 0.00, 0.00], [0.00, 0.00, 0.00], [0.00, -0.01, 0.00], [0.00, 0.00, 0.00], [0.00, 0.00, 0.00], [0.00, 0.00, 0.00], [0.00, 0.00, 0.00], [0.00, 0.00, 0.00], [0.00, 0.00, 0.00], [0.00, 0.00, 0.00], [0.00, 0.00, 0.00], [0.00, 0.00, 0.00], [0.00, 0.00, 0.00], [0.00, 0.00, 0.00], [0.00, 0.00, 0.00], [0.00, 0.00, 0.00], [0.00, 0.00, 0.00], [0.00, 0.00, 0.00], [0.00, 0.01, 0.00]], "lowdin_charge": [-0.083, -0.190, -0.370, -0.201, -0.083, -0.185, -0.069, -0.408, 0.065, 0.008, -0.048, -0.296, -0.049, 0.138, -0.214, -0.097, 0.089, -0.466, 0.068, -0.240, -0.150, -0.192, -0.203, -0.201, -0.190, -0.155, -0.180, -0.082, 0.076, 0.075, 0.067, 0.091, 0.121, 0.109, 0.111, 0.076, 0.073, 0.065, 0.113, 0.094, 0.063, 0.075, 0.082, 0.131, 0.138, 0.171, 0.130, 0.127, 0.143, 0.142, 0.111, 0.106, 0.109, 0.107, 0.109, 0.100, 0.106, 0.109, 0.116, 0.108, 0.119, 0.122, 0.166, 0.087, 0.133], "e_homo_ev": -9.3, "spin_multiplicity": 1, "e_tot_ha": -1250.464189, "lumo_ev": 0.59, "smiles": "CCC(CC)(CC)C(=O)N1C[C@H]2ON=C(CNC(=O)C3CCCCCC3)[C@@H]2C1", "total_charge": 0, "relative_energy_ev": 1.772, "orbital_gap_ev": 9.920}